(1)
Molecular formula: C3H8N4Si
Method: DFT, ωB97M-V/def2-TZVPD

Geometry (Å):
C: 1.444 -1.457 -1.474
C: -0.865 -0.854 1.544
C: -1.362 0.575 -1.175
N: 0.654 -1.547 -2.291
N: 3.088 1.896 0.887
N: 2.142 1.335 0.647
N: 1.240 0.668 0.183
Si: -0.534 0.765 0.503
H: 2.066 -1.527 -0.600
H: -0.266 -0.865 2.440
H: -1.787 -1.030 1.988
H: -0.563 -1.615 0.834
H: -2.399 0.777 -1.379
H: -0.810 1.324 -1.790
H: -1.213 -0.388 -1.709
H: -0.832 1.944 1.393

Atoms 1-3, force components in eV/Å:
C 0.4 -0.7 0.8
C 1.9 1.8 -1.1
C 1.1 0.5 -1.1

Computed properties:
Gap between HOMO and LUMO in eV: 10.837
Highest occupied orbital energy in eV: -9.97
Relative energy (zero: lowest compared OMol25 entry of this formula, charge and spin) in kcal per mole: 0.0
Charge: 0
Max |F| in hartree/bohr: 0.05467
E_LUMO in eV: 0.8646

These are the natural (NBO) partial charges, in e, on atoms 1 to 8: number 1, C, carries 0.095; number 2, C, carries -1.073; number 3, C, carries -1.141; number 4, N, carries -0.346; number 5, N, carries -0.088; number 6, N, carries 0.259; number 7, N, carries -0.715; number 8, Si, carries 1.470



(2)
Molecular formula: CH2F6O2SSi2
Method: DFT, ωB97M-V/def2-TZVPD

Geometry (Å):
C: -0.122 -2.222 0.336
O: -0.384 0.292 1.009
O: 0.615 -1.344 2.839
F: 0.911 -3.068 0.535
F: 0.074 -1.390 -0.674
F: -1.279 -2.924 0.176
F: -2.043 1.380 -1.542
F: -0.430 3.128 -2.218
F: 0.127 0.797 -2.649
Si: 0.700 1.317 0.321
Si: -0.485 1.662 -1.544
S: -0.506 -1.123 1.972
H: 0.828 2.829 1.333
H: 1.991 0.665 0.106

Atoms 1-3, force components in eV/Å:
C -0.9 0.0 2.0
O -0.7 -1.7 2.1
O 0.6 0.2 0.3

Computed properties:
Gap between HOMO and LUMO in eV: 10.501
Highest occupied orbital energy in eV: -10.75
Relative energy (zero: lowest compared OMol25 entry of this formula, charge and spin) in kcal per mole: 0.0
Charge: 0
Max |F| in hartree/bohr: 0.07526
E_LUMO in eV: -0.2489

These are the natural (NBO) partial charges, in e, on atoms 1 to 8: number 1, C, carries 0.788; number 2, O, carries -1.119; number 3, O, carries -0.864; number 4, F, carries -0.299; number 5, F, carries -0.305; number 6, F, carries -0.324; number 7, F, carries -0.640; number 8, F, carries -0.653



(3)
Molecular formula: C5H4S
Method: DFT, ωB97M-V/def2-TZVPD

Geometry (Å):
C: 1.708 -0.054 0.059
C: 1.506 -0.328 1.285
C: 0.964 0.331 -0.999
C: 0.077 -0.350 1.653
C: -0.798 0.201 0.627
S: -0.447 1.445 1.786
H: 0.954 1.309 -1.445
H: 0.985 -0.362 -1.833
H: -0.143 -0.972 2.431
H: -1.685 -0.229 0.371

Atoms 1-3, force components in eV/Å:
C 0.2 -0.3 2.9
C 0.7 -0.2 -2.3
C 0.3 -0.3 -1.7

Computed properties:
Gap between HOMO and LUMO (spin up / spin down) in eV: 8.061 / 6.878
Highest occupied orbital energy (spin up / spin down) in eV: -8.78 / -7.95
Relative energy (zero: lowest compared OMol25 entry of this formula, charge and spin) in kcal per mole: 139.6
Charge: 0
Max |F| in hartree/bohr: 0.06582
E_LUMO (spin up / spin down) in eV: -0.7170 / -1.0688

These are the natural (NBO) partial charges, in e, on atoms 1 to 8: number 1, C, carries -0.018; number 2, C, carries -0.028; number 3, C, carries -0.408; number 4, C, carries -0.345; number 5, C, carries -0.279; number 6, S, carries 0.217; number 7, H, carries 0.217; number 8, H, carries 0.208



(4)
Molecular formula: C33H46Cl2F4KN2O3Si2Te
Method: DFT, ωB97M-V/def2-TZVPD

Geometry (Å):
K: -1.110 0.495 0.425
C: -3.011 1.635 -2.196
N: -2.767 2.350 -0.956
C: -3.948 3.081 -0.537
C: -1.625 3.247 -1.139
C: -1.079 3.810 0.169
N: -0.616 2.721 0.989
C: -0.443 2.838 2.286
C: 0.018 1.688 3.007
F: 0.244 0.547 2.278
C: 0.270 1.667 4.350
F: 0.697 0.522 4.918
C: 0.100 2.789 5.146
C: -0.339 3.929 4.492
F: -0.505 5.057 5.217
C: -0.611 3.972 3.146
F: -1.028 5.162 2.633
H: -3.169 2.314 -3.050
H: -3.892 0.997 -2.100
H: -2.145 1.012 -2.419
H: -4.232 3.865 -1.261
H: -3.766 3.556 0.425
H: -4.788 2.393 -0.423
H: -1.895 4.081 -1.814
H: -0.830 2.674 -1.625
H: -1.850 4.423 0.645
H: -0.247 4.486 -0.083
H: 0.314 2.786 6.203
O: -2.852 -0.823 -0.094
C: -2.521 -2.226 -0.073
C: -0.935 -2.385 -0.125
O: -0.503 -3.517 0.096
O: -0.308 -1.342 -0.428
C: -3.148 -2.809 1.190
C: -4.540 -2.856 1.273
C: -5.173 -3.317 2.415
C: -4.420 -3.741 3.500
C: -3.037 -3.681 3.435
C: -2.404 -3.212 2.290
C: -3.022 -2.907 -1.332
C: -3.085 -2.185 -2.522
C: -3.552 -2.774 -3.688
C: -3.957 -4.100 -3.686
C: -3.861 -4.837 -2.514
C: -3.397 -4.248 -1.348
H: -3.780 -0.773 -0.357
H: -5.141 -2.544 0.424
H: -6.255 -3.346 2.459
H: -4.908 -4.117 4.391
H: -2.442 -4.002 4.281
H: -1.324 -3.181 2.243
H: -2.749 -1.156 -2.534
H: -3.599 -2.190 -4.600
H: -4.336 -4.558 -4.591
H: -4.156 -5.879 -2.505
H: -3.316 -4.829 -0.439
C: 5.432 3.984 -0.447
Si: 4.074 2.866 0.272
C: 2.635 3.969 0.764
C: 4.791 2.068 1.828
C: 3.614 1.564 -1.002
Te: 1.989 0.244 -0.422
C: 2.833 -1.345 -1.582
Si: 4.015 -2.383 -0.559
C: 5.544 -1.403 -0.012
C: 3.121 -3.058 0.952
C: 4.657 -3.807 -1.638
H: 5.725 4.743 0.284
H: 5.090 4.505 -1.344
H: 6.327 3.416 -0.711
H: 2.920 4.634 1.582
H: 1.780 3.377 1.095
H: 2.302 4.593 -0.069
H: 4.989 2.831 2.585
H: 5.733 1.556 1.621
H: 4.095 1.343 2.259
H: 4.483 0.938 -1.213
H: 3.319 2.037 -1.943
H: 3.278 -0.901 -2.473
H: 1.980 -1.956 -1.886
H: 5.270 -0.580 0.650
H: 6.086 -0.986 -0.865
H: 6.235 -2.054 0.529
H: 2.955 -2.269 1.688
H: 3.685 -3.861 1.432
H: 2.139 -3.447 0.669
H: 5.175 -3.431 -2.524
H: 3.833 -4.440 -1.975
H: 5.359 -4.438 -1.086
Cl: -1.104 1.401 -5.193
C: -0.092 0.107 -4.583
Cl: 0.648 0.450 -2.877
H: 0.744 -0.043 -5.255
H: -0.685 -0.788 -4.433

Atoms 1-3, force components in eV/Å:
K -0.9 1.8 0.1
C 0.0 0.1 0.1
N -0.1 0.2 -0.2

Computed properties:
Gap between HOMO and LUMO in eV: 6.066
Highest occupied orbital energy in eV: -4.01
Relative energy (zero: lowest compared OMol25 entry of this formula, charge and spin) in kcal per mole: 49.0
Charge: -1
Max |F| in hartree/bohr: 0.05173
E_LUMO in eV: 2.0539

These are the Löwdin partial charges, in e, on atoms 1 to 8: number 1, K, carries 0.786; number 2, C, carries -0.134; number 3, N, carries -0.297; number 4, C, carries -0.093; number 5, C, carries -0.214; number 6, C, carries -0.243; number 7, N, carries -0.111; number 8, C, carries -0.247